320
Properties=species:S:1:pos:R:3:forces:R:3 method="wB97M-V/def2-TZVPD" lumo_energy_ev=0.49 e_above_lowest_ev=3.3345 spin_multiplicity=1
C 16.986114 25.808922 19.472955 1.4 -0.8 0.9
O 15.969175 26.411212 18.807098 0.1 2.6 -1.3
C 14.907522 25.647963 18.462028 -2.3 -1.4 0.7
C 14.004225 26.355857 17.451340 0.2 1.9 -0.7
N 14.789452 26.826218 16.231713 -0.1 -0.9 1.6
C 14.162105 27.831691 15.379338 -0.3 -1.6 0.2
C 13.431614 27.274111 14.186679 0.6 -0.9 0.3
O 12.160043 26.754679 14.532661 0.1 0.2 -0.9
C 11.334025 26.846293 13.371629 -1.0 -1.4 1.4
H 17.565020 25.085998 18.848460 -0.4 0.3 0.3
H 16.618615 25.339196 20.385075 0.0 -0.5 0.2
H 17.647404 26.600926 19.809914 0.4 0.0 -0.1
H 14.328155 25.367083 19.406491 0.2 0.4 -1.0
H 15.219507 24.684306 18.093304 0.3 -0.6 -0.6
H 13.525365 27.271677 17.951088 0.4 -1.2 -0.6
H 13.235629 25.705935 17.054388 -0.3 -0.2 0.4
H 15.649737 27.163036 16.642538 0.2 0.4 -0.3
H 14.905006 28.439397 14.972071 1.6 1.0 -0.6
H 13.522662 28.486360 15.906150 -1.0 0.8 0.9
H 14.085485 26.487534 13.742028 -0.5 0.2 0.1
H 13.309087 28.052686 13.445974 0.0 0.4 -0.3
H 10.426084 26.254165 13.591868 0.3 0.4 -0.1
H 11.779189 26.426240 12.489591 0.5 -0.3 -0.5
H 11.057819 27.856423 13.175575 -0.2 1.0 -0.1
C 24.966533 20.733697 24.671832 -0.4 -0.4 -0.4
O 24.120243 21.698483 25.174004 -0.6 0.4 1.2
C 23.823997 22.731147 24.284515 0.6 1.1 0.6
C 22.579239 23.448529 24.768079 0.7 1.0 0.6
N 21.426017 22.678389 24.965160 -0.4 -1.0 1.8
C 20.489116 22.590757 23.915461 -1.7 1.9 -1.1
C 19.556592 21.447603 24.102799 1.2 -1.3 0.0
O 20.384147 20.256989 24.225239 -0.1 -0.2 -0.2
C 20.974243 19.686231 23.059209 -1.6 1.3 0.2
H 24.739727 20.623177 23.606969 0.2 -0.6 -0.1
H 24.812313 19.814123 25.230887 -0.1 -0.2 -0.1
H 25.989257 21.010635 24.781950 1.1 0.3 0.0
H 23.767745 22.297744 23.308646 -0.7 -0.2 -1.0
H 24.628229 23.496980 24.207662 -0.1 -0.4 0.2
H 22.342842 24.200479 24.053806 -0.1 0.8 -0.8
H 22.777928 24.035643 25.693575 0.4 -0.5 -0.4
H 21.637772 21.808608 25.447077 -0.2 0.1 -0.5
H 20.955589 22.562989 22.929795 0.2 -0.3 -0.4
H 19.836770 23.527532 23.832215 0.8 -0.9 0.3
H 18.774348 21.365617 23.343999 0.2 0.0 -0.2
H 19.112515 21.454326 25.080795 -0.6 0.4 0.4
H 20.178242 19.107057 22.578934 0.3 0.2 -0.6
H 21.706805 19.024824 23.416953 1.1 -1.0 0.4
H 21.457337 20.443877 22.419203 -0.4 -0.3 -0.1
C 11.404789 25.391983 21.839518 0.4 0.4 1.2
O 11.852068 24.933915 23.106190 -0.4 -1.1 -1.1
C 13.019067 25.555426 23.523201 0.3 1.3 -0.6
C 13.336813 25.000459 24.852396 0.2 -0.4 1.7
N 13.754310 23.577363 24.872952 1.1 1.2 0.7
C 13.998305 23.101791 26.257867 0.9 -1.8 -1.2
C 14.721387 21.693112 26.149566 -1.2 0.0 -0.4
O 13.815576 20.755102 25.476643 0.5 1.4 0.9
C 14.434881 19.502877 25.462826 0.8 -0.2 -0.1
H 12.157962 25.376333 21.043328 0.1 0.1 0.2
H 10.994339 26.358586 22.064672 0.1 1.1 -0.7
H 10.575880 24.812026 21.555231 -0.9 -1.1 -0.4
H 12.848589 26.651021 23.647027 0.0 -0.3 0.0
H 13.804731 25.486612 22.739325 0.0 -0.4 0.5
H 12.423734 25.117746 25.465803 0.0 0.0 -0.2
H 14.076033 25.658988 25.382448 -0.1 -0.8 -0.6
H 13.241177 22.947589 24.272415 -0.4 0.1 0.4
H 13.038562 22.934665 26.794512 0.7 0.5 0.2
H 14.752978 23.794972 26.722890 -1.1 -0.4 -0.1
H 14.999267 21.231165 27.142207 -0.2 0.8 -0.9
H 15.599181 21.762326 25.469029 -0.1 0.2 0.8
H 15.520350 19.635833 25.286320 -0.3 -0.3 -0.1
H 13.987140 18.917064 24.677865 -0.1 -0.3 -0.3
H 14.337159 18.953178 26.399408 -0.1 0.1 0.3
C 15.183033 19.683630 18.599597 0.0 -0.3 -0.8
O 14.031164 19.796340 17.729624 0.4 0.1 1.3
C 13.113954 20.677636 18.438246 0.2 -0.9 -2.1
C 11.805679 20.791084 17.666850 -0.3 1.2 0.0
N 11.775649 22.181894 17.048812 -0.4 -1.1 0.0
C 12.771489 22.373167 16.039685 0.6 0.0 -1.6
C 12.603088 21.532056 14.682995 -1.3 -0.1 2.3
O 11.420286 21.956918 14.040364 -0.9 0.2 -0.4
C 11.620223 22.950069 13.051888 1.6 0.2 -0.8
H 14.884194 19.298171 19.602673 0.3 0.3 -0.6
H 15.648159 20.675237 18.677148 0.0 -0.1 0.4
H 15.946870 19.014949 18.140766 -0.8 0.3 0.3
H 13.584624 21.643418 18.456894 0.1 0.6 0.6
H 12.921514 20.263641 19.393881 0.0 -0.1 1.1
H 11.013592 20.761301 18.429706 0.0 0.0 -0.5
H 11.728699 19.885116 17.013209 -0.1 0.9 0.1
H 10.928277 22.527198 16.618181 -0.7 -0.8 0.5
H 13.696676 22.082189 16.520042 0.7 0.2 -0.4
H 12.766105 23.476081 15.764024 0.3 -1.2 0.2
H 12.545528 20.424626 14.873417 -0.1 1.0 0.0
H 13.365900 21.700859 13.997774 2.0 0.2 -0.9
H 12.638465 23.446381 13.162051 -1.2 -0.1 0.3
H 10.808968 23.694927 13.071918 0.3 -0.3 0.1
H 11.739146 22.530773 12.013232 -0.6 0.0 0.8
C 12.036608 22.017294 22.018916 -0.8 0.1 -3.6
O 12.033658 20.663093 21.555260 0.7 0.1 1.3
C 12.678877 19.776842 22.503165 0.0 1.6 0.5
C 12.854614 18.450967 21.843762 -2.1 -1.1 -1.4
N 12.998190 17.339002 22.783339 1.1 -1.4 -0.9
C 11.716505 16.734101 23.242800 0.6 0.1 0.5
C 11.116309 15.800130 22.195118 -2.1 0.4 -0.3
O 12.043696 14.862582 21.825552 1.3 -1.8 -0.7
C 11.550702 13.917847 20.858833 -1.9 0.5 2.0
H 11.401368 22.538457 21.223680 0.7 -0.4 1.3
H 13.001770 22.499726 21.968804 0.7 -0.1 0.0
H 11.637588 22.180357 22.973230 -0.9 -0.1 1.5
H 12.054835 19.721881 23.415243 0.0 -0.2 -0.3
H 13.637845 20.241962 22.875360 -0.6 -0.5 -0.6
H 13.666740 18.457106 21.133337 0.6 0.0 0.1
H 11.934687 18.311631 21.120399 1.2 0.2 1.3
H 13.640696 16.608990 22.298455 -1.7 1.3 1.2
H 11.023910 17.572185 23.484205 0.3 -0.6 -0.3
H 11.887758 16.179218 24.225595 -0.1 0.6 -1.3
H 10.797638 16.335195 21.270308 0.1 0.3 0.5
H 10.159852 15.273714 22.532941 0.9 0.7 0.1
H 11.351208 14.394104 19.907052 0.3 0.1 -0.4
H 10.520957 13.598164 21.264745 1.3 -0.1 -0.7
H 12.212729 13.057203 20.797644 0.1 0.2 0.0
C 22.304836 31.333201 26.971966 -1.6 0.7 -1.7
O 21.651046 30.161568 27.389408 -0.2 -1.0 -0.5
C 20.457181 29.851154 26.595666 1.8 -1.0 0.5
C 20.299125 28.318944 26.705437 -0.1 -1.1 0.6
N 19.393150 27.557606 25.819562 0.2 1.6 -0.2
C 19.560316 26.133709 25.739117 -0.8 -1.3 -1.1
C 18.748298 25.285575 26.688876 0.2 1.3 1.6
O 18.894112 25.901691 28.020210 0.1 -1.2 -0.1
C 20.083034 25.446887 28.694041 0.5 0.0 -1.3
H 22.998949 31.592620 27.728529 0.7 0.3 0.7
H 21.490455 32.113770 26.923899 1.1 -0.1 -0.1
H 22.841618 31.314205 25.945199 -0.9 -0.4 1.4
H 20.753423 30.049660 25.571651 -0.7 0.5 -0.4
H 19.696550 30.464818 27.024850 -1.0 0.4 -0.3
H 20.250003 27.958229 27.770019 -0.1 0.7 -0.8
H 21.243242 28.027982 26.315448 1.3 -0.5 0.1
H 18.441035 27.787403 25.980598 -1.0 0.1 0.2
H 20.587793 25.886660 25.967950 0.6 0.0 -0.6
H 19.186122 25.699051 24.743046 1.2 0.9 0.6
H 19.093034 24.257285 26.683665 0.3 -0.2 0.1
H 17.700744 25.256492 26.428399 -0.3 0.4 0.3
H 20.463000 24.555118 28.148100 -0.2 0.3 0.7
H 19.880960 25.227314 29.734144 -0.2 -0.1 0.1
H 20.914582 26.186110 28.640158 -0.6 -0.2 0.0
C 16.925517 19.196710 22.576746 1.3 1.8 -1.3
O 16.548019 17.965914 22.101368 -0.1 -1.9 -1.1
C 16.241540 16.964097 23.071513 0.1 0.4 0.3
C 16.312101 15.516455 22.590038 1.6 -0.3 -0.8
N 15.557782 15.214124 21.399662 -1.0 0.1 -1.6
C 15.525011 13.817410 20.878811 0.0 0.5 2.2
C 14.968579 13.803010 19.509267 -0.1 -0.2 -0.7
O 15.906687 14.350413 18.595112 0.5 -0.3 0.2
C 15.621231 13.983726 17.268132 -1.6 -1.4 0.6
H 17.207545 19.938899 21.747066 -0.4 -1.6 0.9
H 17.740505 19.217120 23.282560 0.8 -0.6 0.3
H 16.168532 19.666856 23.110357 -2.0 0.9 1.0
H 15.288371 17.168146 23.546100 -0.4 0.1 -0.2
H 16.961659 17.026598 23.872316 0.6 0.1 0.5
H 15.869156 14.916402 23.448479 1.1 0.4 -1.0
H 17.437028 15.313612 22.304506 -1.6 -0.1 1.3
H 15.827558 15.806120 20.592316 0.0 -0.3 1.0
H 14.898910 13.166002 21.584335 0.8 0.9 -0.9
H 16.530669 13.363145 20.791055 -0.1 0.1 0.3
H 14.072474 14.378577 19.404915 -0.9 0.5 0.3
H 14.693838 12.764386 19.288046 0.3 -0.1 -0.4
H 14.689201 14.465953 16.930432 0.1 0.0 -0.1
H 15.396494 12.865564 17.258570 0.5 1.1 -0.4
H 16.417735 14.249349 16.607754 0.6 0.1 -0.2
C 17.983199 17.259336 27.891715 -0.5 0.9 0.0
O 17.828591 18.014378 26.722624 0.8 0.7 -0.6
C 19.091635 18.636342 26.312280 -1.2 -0.7 0.0
C 19.424969 19.845767 27.135928 -0.8 -0.6 2.5
N 18.362403 20.812250 27.275008 -1.6 -1.0 -0.6
C 18.591494 21.847701 28.249171 1.0 -1.5 1.8
C 17.263266 22.519246 28.583576 0.3 -1.0 -0.8
O 17.394038 23.335613 29.681297 1.5 0.2 0.2
C 16.198446 23.893314 30.030185 -0.8 2.0 -1.0
H 17.001767 16.988465 28.240014 -0.4 0.4 0.5
H 18.600349 17.795451 28.594226 -0.2 0.2 0.8
H 18.457455 16.341506 27.744020 1.1 -1.7 -0.7
H 19.000593 18.841840 25.262418 -0.2 0.3 -0.3
H 19.871202 17.889812 26.418903 0.4 -0.1 0.1
H 20.274043 20.358221 26.819259 1.7 0.5 -0.9
H 19.642026 19.474980 28.181855 0.3 0.2 -0.6
H 17.577148 20.221775 27.581891 0.0 0.7 -0.3
H 19.421053 22.469366 27.869292 -0.6 0.3 0.2
H 19.000248 21.365103 29.237377 -0.5 0.9 -1.3
H 16.510243 21.718480 28.847095 0.5 0.5 -0.6
H 16.932956 23.071645 27.686783 -0.3 0.0 0.2
H 15.474860 23.157182 30.214337 -1.2 -1.3 0.7
H 15.748812 24.526816 29.221416 0.5 -0.2 0.2
H 16.335093 24.542696 30.869317 0.1 0.2 0.6
C 16.525454 30.526643 18.084587 0.3 -2.1 0.6
O 15.560269 30.654175 19.136898 0.6 0.5 -1.1
C 14.537924 29.698358 18.903310 0.2 -0.4 1.6
C 13.572019 29.776551 20.121722 0.7 1.9 -1.3
N 14.319334 29.663182 21.337646 -0.4 -1.7 1.5
C 14.674170 28.252254 21.640113 0.9 -0.2 -2.1
C 15.473344 28.172246 22.881254 0.8 -0.1 2.3
O 16.540807 29.099637 22.691783 0.7 0.6 0.2
C 17.385514 29.248363 23.845229 -0.1 -1.1 -0.5
H 17.251694 31.307452 18.098745 0.3 0.7 0.4
H 16.111496 30.466465 17.068610 -0.4 0.2 0.3
H 17.084021 29.540875 18.241578 -0.5 1.1 -0.2
H 15.058441 28.713309 18.863017 -0.7 0.3 -0.3
H 14.034335 29.988233 18.005360 -0.5 -0.3 -0.9
H 12.760501 29.070564 20.095458 -0.1 -0.7 -0.1
H 13.047705 30.774442 20.056616 0.7 -0.7 0.2
H 15.211511 30.102922 21.329047 0.5 1.0 -0.5
H 15.411707 27.843814 20.890487 -0.9 0.3 0.0
H 13.767254 27.660048 21.575825 0.0 -0.3 0.5
H 15.953703 27.138900 23.125580 -1.2 1.4 -0.4
H 14.875940 28.574228 23.728161 0.3 -0.8 0.0
H 18.160864 30.001993 23.678427 -0.7 0.5 -0.1
H 18.017910 28.356820 23.911454 -0.4 -0.2 0.4
H 16.776798 29.381386 24.765271 0.5 0.1 -0.4
C 20.713600 25.712680 17.391165 -0.9 2.0 1.1
O 19.921146 24.690830 16.923378 -1.0 -1.5 -0.8
C 18.912868 25.076587 15.983904 0.7 1.7 1.1
C 17.910267 24.013076 15.766802 -0.6 -1.6 0.1
N 16.901398 24.502727 14.845571 -0.5 -0.8 -0.3
C 15.972691 23.434129 14.388818 -0.9 1.1 0.3
C 16.273724 22.996210 12.978142 0.5 -0.8 -0.8
O 15.562196 21.864806 12.485495 -0.7 -0.4 0.7
C 16.104498 20.651836 12.986213 0.1 -1.3 -3.2
H 20.090608 26.413303 18.048823 0.8 -0.7 -0.5
H 21.120623 26.366317 16.614169 0.2 -0.3 -0.2
H 21.492750 25.272576 17.992962 0.3 0.0 0.1
H 19.382643 25.323102 15.027581 0.0 0.1 0.0
H 18.420829 26.008444 16.384371 0.2 -0.6 -0.4
H 17.508734 23.532342 16.702305 0.2 0.8 -0.4
H 18.398133 23.174959 15.275010 0.3 -0.2 -0.2
H 16.356309 25.201551 15.316412 -0.4 0.5 0.1
H 14.931226 23.820613 14.389294 0.5 0.0 0.2
H 15.974235 22.601201 15.086292 0.1 -0.4 0.1
H 17.311597 22.661241 12.940131 0.5 0.8 -0.2
H 16.059633 23.760001 12.227995 0.3 0.3 0.4
H 15.985111 19.814861 12.168242 -0.2 1.6 1.3
H 15.594679 20.255334 13.857659 0.5 0.3 0.6
H 17.193837 20.814596 12.947925 -0.2 -0.6 1.1
C 19.208272 18.089040 19.822305 1.5 -0.1 -0.2
O 19.214032 18.440484 18.438314 0.5 0.1 0.2
C 19.310641 17.415788 17.441794 1.4 1.8 0.0
C 17.949262 17.336721 16.851120 -1.0 -0.8 -0.9
N 17.882197 16.615798 15.591910 0.7 0.0 0.9
C 16.588569 16.644048 14.962929 0.7 -0.8 0.0
C 16.618428 15.668434 13.822937 -0.3 0.2 -0.2
O 17.119200 14.440366 14.315704 -0.8 -0.5 -1.0
C 17.042927 13.421903 13.284744 0.1 1.6 1.2
H 20.220485 18.315472 20.340708 -1.5 -0.2 -0.9
H 19.012254 17.020454 19.963708 -0.1 0.1 0.0
H 18.403868 18.675676 20.221757 -0.2 0.2 0.8
H 19.627080 16.489867 17.900945 0.0 -0.5 0.1
H 20.145635 17.733164 16.738012 -1.2 -0.4 0.5
H 17.474712 18.267882 16.590838 0.6 1.1 0.2
H 17.292605 17.005096 17.678187 -0.1 -0.7 -0.3
H 18.405933 15.743421 15.549520 -0.7 0.1 0.1
H 16.460485 17.618234 14.532815 -0.4 0.8 -0.1
H 15.734057 16.425564 15.626859 0.2 0.0 0.0
H 17.292240 16.001152 13.021761 -0.1 0.2 0.0
H 15.589672 15.653864 13.409539 0.3 -0.6 0.0
H 17.620144 12.623257 13.713811 0.2 -0.6 -0.5
H 17.430495 13.872746 12.368646 0.3 -0.5 -0.1
H 16.007033 13.152368 13.136653 -0.3 -0.3 -0.1
C 21.275985 30.265292 22.397895 -0.2 0.0 -0.6
O 21.160128 29.608709 21.126155 -1.2 -1.0 0.5
C 19.894888 28.872023 21.095904 0.1 0.7 1.5
C 19.731283 27.589024 21.956502 -0.7 -0.3 -0.1
N 20.466589 26.426418 21.476697 0.1 0.5 -0.6
C 21.859541 26.355246 21.848750 0.8 -0.9 0.0
C 22.434563 25.082708 21.217636 0.2 -0.7 0.4
O 23.796552 24.910197 21.610415 -0.7 1.1 0.9
C 24.442683 23.878703 20.975946 1.7 -0.6 1.6
H 22.314331 30.617862 22.432836 -0.3 0.0 0.3
H 21.062693 29.540459 23.207792 0.2 0.5 -0.2
H 20.557512 31.132985 22.467439 0.6 -0.7 0.0
H 19.573479 28.643526 20.111914 0.6 -0.4 -1.4
H 19.126215 29.592093 21.389489 -0.2 0.0 0.5
H 18.621232 27.322558 21.866506 1.4 0.5 0.3
H 19.975587 27.723759 23.030069 -0.4 0.4 -0.3
H 19.967599 25.574126 21.679468 -0.1 -0.1 0.4
H 22.105708 26.295668 22.936777 -0.5 0.1 -0.3
H 22.419010 27.199730 21.455318 -0.1 0.3 -0.1
H 22.405310 25.146743 20.111562 -0.3 -0.2 0.4
H 21.862275 24.189630 21.617003 0.3 0.7 -0.8
H 24.063037 22.900118 21.179853 -1.2 -0.8 -0.3
H 25.451985 23.738720 21.403430 -0.2 0.7 0.0
H 24.584324 24.074210 19.962151 0.0 0.1 -2.1
C 15.574612 27.450715 27.511674 0.6 -1.5 -1.1
O 15.937584 26.879411 26.485453 -0.2 -0.3 -0.6
N 16.336003 27.481798 28.622803 2.1 3.0 2.3
N 14.367524 27.970395 27.665074 -1.4 0.3 -1.4
H 16.535756 28.505260 28.797331 -0.6 -1.4 0.5
H 17.266861 27.094962 28.554995 0.1 -0.7 -0.6
H 14.190604 28.640503 28.408550 -0.3 -0.5 -0.6
H 13.860534 27.903129 26.758774 -0.1 1.1 1.2
C 17.039218 23.899780 23.023768 0.4 0.7 0.7
O 18.065356 24.380616 22.574529 1.4 0.6 -1.4
N 16.417945 22.842302 22.451003 0.3 1.5 0.3
N 16.513009 24.405665 24.155005 -2.6 -0.4 1.6
H 16.886593 22.444263 21.663135 0.1 -0.8 -0.4
H 15.745086 22.405745 23.012819 -1.0 -1.0 0.3
H 15.543140 24.094570 24.410829 1.0 0.1 -0.3
H 16.789759 25.232716 24.682253 0.5 -0.3 -1.0
C 12.196415 29.650537 24.650686 1.6 0.0 0.6
O 13.018775 28.955314 25.223957 0.7 -1.4 0.4
N 12.478977 30.150905 23.442770 -1.6 1.1 -0.3
N 11.070769 29.959350 25.358523 -0.8 -0.1 0.0
H 13.348932 30.040701 22.933230 0.4 -0.4 0.0
H 11.985158 30.977722 23.181076 -0.4 0.3 -0.4
H 10.271063 30.378236 24.923232 -0.2 0.0 -0.3
H 10.869294 29.188179 25.991185 -0.1 0.6 -0.1
C 18.476353 22.001269 19.573213 1.3 1.8 0.6
O 17.742633 21.430907 20.331611 -1.7 -1.1 1.5
N 19.268038 23.043386 19.986950 0.5 1.1 -1.1
N 18.547162 21.657741 18.294582 0.0 -2.5 -1.9
H 19.667858 23.559038 19.196454 0.0 -0.3 0.3
H 18.756561 23.706770 20.546549 0.0 0.0 1.0
H 19.376395 21.835409 17.758199 0.3 0.5 0.0
H 18.317666 20.653164 18.246994 0.0 0.6 -0.4